The following is a quantum chemistry calculation of a cluster of 2 separate species, C2H8OS2 in total in a non-equilibrium geometry, from the Open Molecules 2025 dataset.

Output
Energy above the lowest of the compared OMol25 structures with the same formula, charge and spin   1.756 eV
Energy   -952.54902 a.u.

Last columns: bonded neighbours and bond lengths (Å).
Cartesian coordinates (Å):
1 S 2.28 -1.67 0.11  S2 2.098, H3 1.302
2 S 3.73 -0.24 0.57  S1 2.098, H4 1.358
3 H 1.32 -0.80 0.25  S1 1.302
4 H 4.93 -0.70 1.03  S2 1.358
5 C -1.92 -0.12 -0.20  O6 1.478, C7 1.501, H8 1.077, H9 1.085
6 O -1.60 -0.24 1.24  C5 1.478, H10 0.956
7 C -0.98 0.84 -0.87  C5 1.501, H11 1.092, H12 1.112, H13 1.090
8 H -1.73 -1.14 -0.51  C5 1.077
9 H -2.93 0.26 -0.16  C5 1.085
10 H -1.03 0.45 1.59  O6 0.956
11 H -1.47 1.28 -1.74  C7 1.092
12 H -0.60 1.57 -0.13  C7 1.112
13 H 0.01 0.51 -1.20  C7 1.090

These are the Löwdin partial charges, in e, on atoms 1 to 2: number 1, S, carries 0.261; number 2, S, carries 0.208